[1]
{"formula": "C30H45N7O5SV", "method": "wB97M-V/def2-TZVPD", "homo_ha": [-0.4538, -0.4493], "spin_multiplicity": 2, "lumo_ev": [-4.9, -4.9], "total_charge": 2, "species": ["V", "C", "C", "O", "C", "C", "O", "C", "C", "O", "C", "C", "O", "H", "H", "H", "H", "H", "H", "H", "H", "H", "H", "H", "H", "H", "H", "H", "H", "C", "C", "C", "C", "C", "N", "C", "O", "N", "C", "C", "C", "C", "N", "C", "C", "C", "H", "H", "H", "H", "H", "H", "H", "H", "H", "H", "H", "H", "H", "C", "C", "C", "C", "N", "N", "C", "H", "H", "H", "H", "H", "H", "H", "H", "C", "N", "C", "C", "N", "C", "S", "H", "H", "H", "H", "H", "H", "H", "H"], "positions_angstrom": [[-0.08435, 0.36506, -0.43707], [-0.80089, -3.12529, 0.21204], [0.03151, -3.06398, -1.09055], [0.39784, -1.72909, -1.44092], [1.78455, -1.51515, -1.62335], [2.47811, -1.17142, -0.30391], [2.04790, 0.12897, 0.07262], [2.42977, 0.52399, 1.37730], [1.52327, -0.11441, 2.42550], [0.18704, 0.21339, 2.06781], [-0.79044, -0.51386, 2.79182], [-0.90314, -1.96698, 2.29179], [-0.58786, -1.92122, 0.91438], [-0.47156, -3.98091, 0.81558], [-1.86941, -3.25789, -0.00407], [-0.55288, -3.48261, -1.91811], [0.93078, -3.67251, -0.96140], [1.85867, -0.65342, -2.29874], [2.26220, -2.38271, -2.09212], [3.57303, -1.18325, -0.41765], [2.19488, -1.91811, 0.45049], [2.29666, 1.61060, 1.40394], [3.48043, 0.27161, 1.57056], [1.76451, 0.28664, 3.41859], [1.66241, -1.20156, 2.43882], [-1.72797, 0.00617, 2.59420], [-0.57648, -0.49399, 3.86647], [-1.92405, -2.33421, 2.45482], [-0.20615, -2.64368, 2.80703], [-8.09223, 2.04701, -3.40764], [-6.84853, 2.01442, -4.23461], [-6.81211, 1.40286, -5.48268], [-5.64824, 1.38195, -6.22734], [-4.48484, 1.97193, -5.73880], [-3.33492, 1.92729, -6.54987], [-2.02109, 2.08179, -6.26896], [-1.18855, 2.32527, -7.10775], [-1.59859, 1.96618, -4.92310], [-1.93954, 1.06553, -3.95562], [-2.86043, 0.02002, -4.11637], [-3.12032, -0.79837, -3.03269], [-2.46072, -0.59602, -1.83233], [-1.55522, 0.37266, -1.67410], [-1.31812, 1.18285, -2.70529], [-4.51944, 2.60880, -4.50233], [-5.68813, 2.62082, -3.76601], [-8.94581, 1.67666, -3.96659], [-8.29930, 3.06555, -3.08554], [-7.96624, 1.43602, -2.51357], [-7.70434, 0.94711, -5.88443], [-5.63640, 0.91253, -7.19920], [-3.52081, 1.92022, -7.54716], [-0.70229, 2.42361, -4.79444], [-3.34960, -0.15261, -5.06006], [-3.83344, -1.60300, -3.12483], [-2.67096, -1.20913, -0.96523], [-0.62419, 2.00116, -2.55187], [-3.64874, 3.12399, -4.12964], [-5.70740, 3.13271, -2.81466], [-0.10927, 5.67742, -1.00899], [-0.57832, 4.40023, -0.42947], [-1.78451, 4.08163, 0.16651], [-1.73683, 2.71322, 0.44113], [-0.56177, 2.21492, 0.04417], [0.13475, 3.25515, -0.45509], [-2.81733, 1.90075, 1.05509], [-0.74395, 6.49340, -0.67313], [-0.16185, 5.63533, -2.09887], [0.92089, 5.88624, -0.72888], [-2.60136, 4.73963, 0.37455], [1.02589, 3.08452, -0.92514], [-3.78952, 2.29324, 0.76095], [-2.75415, 1.95950, 2.14237], [-2.74347, 0.85927, 0.73574], [3.69855, 0.36686, -4.77489], [4.27838, 1.05230, -3.65872], [5.71715, 1.09213, -3.46769], [5.88311, 1.99904, -2.23555], [4.51188, 2.15025, -1.77066], [3.63425, 1.68120, -2.67988], [1.97519, 1.84213, -2.57732], [4.08110, 0.78644, -5.70619], [2.61741, 0.49179, -4.74561], [3.95056, -0.69535, -4.73855], [6.20585, 1.48761, -4.36122], [6.09217, 0.07741, -3.29309], [6.31868, 2.96790, -2.49431], [6.49607, 1.53460, -1.46018], [4.27303, 2.88146, -1.12300]], "atomic_forces_ev_per_a": [[2.39, -2.34, 1.90], [0.00, -0.09, -0.33], [-0.30, -0.41, 0.20], [-0.25, 0.41, 0.29], [0.93, 0.19, -0.10], [0.18, -0.74, -0.60], [-0.61, -0.18, -0.13], [-0.13, 0.23, 0.87], [0.40, 0.08, -0.14], [0.32, 0.12, -0.34], [-0.41, -0.35, -0.05], [0.13, 0.27, 0.35], [-0.02, 0.49, -0.36], [-0.06, 0.09, -0.09], [0.12, 0.05, 0.06], [0.17, 0.04, 0.13], [-0.02, 0.15, -0.10], [0.12, -0.30, 0.10], [-0.08, 0.05, 0.10], [-0.24, 0.05, -0.02], [0.08, 0.16, 0.00], [0.12, -0.15, 0.02], [-0.17, 0.07, -0.08], [-0.04, -0.09, -0.12], [-0.04, 0.07, 0.07], [0.10, -0.06, 0.15], [-0.07, 0.05, -0.13], [0.12, 0.03, 0.03], [-0.11, 0.08, -0.10], [-0.03, 0.00, 0.07], [0.08, 0.00, -0.04], [0.06, 0.13, 0.14], [0.31, 0.02, 0.06], [-0.43, 0.11, 0.34], [-0.27, -0.18, -0.51], [0.37, -0.08, 0.15], [0.10, 0.12, -0.17], [0.30, 0.51, -0.08], [-0.29, -0.64, 0.31], [0.39, 0.21, 0.17], [0.11, 0.08, 0.28], [-0.51, -0.43, -0.10], [-1.83, 0.01, -1.67], [-0.17, 0.30, -0.52], [0.04, 0.08, -0.14], [-0.05, -0.12, -0.12], [-0.11, -0.03, 0.02], [-0.11, 0.04, 0.05], [-0.10, -0.03, 0.05], [-0.10, -0.05, -0.03], [0.00, -0.10, -0.14], [0.21, 0.02, 0.16], [-0.11, -0.12, -0.16], [-0.04, 0.00, -0.08], [-0.06, -0.04, 0.05], [0.07, -0.07, -0.01], [-0.03, -0.01, 0.07], [0.07, 0.07, 0.01], [0.00, 0.06, 0.11], [0.16, 0.09, -0.15], [-0.18, -0.43, 0.22], [0.20, -0.20, -0.01], [-0.08, 0.46, -0.13], [-0.51, 0.76, 0.49], [0.15, 1.00, -0.21], [0.07, -0.10, -0.02], [0.05, 0.01, 0.02], [0.03, 0.04, 0.01], [0.04, 0.08, 0.02], [-0.17, 0.24, 0.02], [-0.13, 0.01, 0.07], [0.00, -0.04, 0.00], [-0.04, -0.08, 0.02], [-0.08, 0.05, 0.11], [-0.26, -0.18, -0.33], [0.04, 0.34, 0.44], [0.40, -0.14, 0.00], [0.49, -0.02, 0.03], [0.11, -0.08, -0.05], [0.26, -0.05, 0.09], [-0.87, 0.40, -0.20], [-0.02, -0.03, -0.01], [0.08, -0.04, -0.05], [-0.01, 0.00, -0.03], [0.00, -0.03, 0.10], [0.01, 0.12, -0.02], [-0.04, -0.11, 0.01], [0.01, 0.08, -0.16], [-0.25, -0.07, -0.10]], "lowdin_charge": [0.908, -0.147, -0.112, -0.206, -0.175, -0.138, -0.271, -0.136, -0.146, -0.189, -0.132, -0.144, -0.198, 0.141, 0.130, 0.142, 0.134, 0.067, 0.146, 0.151, 0.136, 0.142, 0.149, 0.152, 0.129, 0.107, 0.147, 0.145, 0.138, -0.044, -0.276, -0.023, -0.013, -0.267, 0.151, -0.509, 0.105, 0.145, -0.209, 0.042, 0.002, -0.105, -0.090, -0.069, -0.035, -0.034, 0.081, 0.087, 0.085, 0.119, 0.119, 0.169, 0.151, 0.125, 0.125, 0.117, 0.063, 0.111, 0.116, 0.003, -0.267, 0.048, -0.301, -0.083, 0.033, -0.006, 0.094, 0.094, 0.090, 0.125, 0.033, 0.097, 0.094, 0.059, -0.036, -0.157, -0.090, -0.110, 0.033, -0.764, 0.773, 0.107, 0.058, 0.101, 0.136, 0.132, 0.129, 0.123, 0.141]}



[2]
{"formula": "C30H45NO2P2Sn", "method": "wB97M-V/def2-TZVPD", "homo_ha": [-0.4276, -0.4277], "lumo_ev": [-8.2, -8.1], "total_charge": 2, "species": ["P", "P", "C", "C", "H", "H", "H", "H", "C", "H", "H", "H", "C", "H", "H", "H", "C", "H", "H", "H", "C", "H", "H", "H", "Sn", "C", "C", "C", "C", "C", "C", "C", "C", "C", "H", "H", "H", "H", "H", "H", "H", "H", "H", "H", "H", "H", "H", "H", "H", "C", "C", "C", "C", "C", "C", "N", "C", "C", "C", "C", "C", "C", "C", "O", "O", "C", "C", "H", "H", "H", "H", "H", "H", "H", "H", "H", "H", "H", "H", "H", "H"], "positions_angstrom": [[0.53693, -2.50619, -2.93631], [0.04637, 1.91758, -0.41647], [0.24944, 0.20283, -2.58807], [0.67011, 1.52758, -2.09215], [-0.68955, 0.25094, -3.23162], [0.95251, -0.30681, -3.27160], [1.76734, 1.53941, -2.12947], [0.27624, 2.25259, -2.80824], [-1.64650, 2.40437, -0.92810], [-2.11274, 2.89602, -0.05736], [-2.26874, 1.53513, -1.24673], [-1.52977, 3.08879, -1.77850], [1.21973, 3.10787, 0.17480], [0.92802, 4.05855, -0.30059], [2.22519, 2.77194, -0.15034], [1.12694, 3.12509, 1.26761], [-0.86429, -3.57959, -2.36899], [-0.97872, -3.35386, -1.28006], [-0.59172, -4.62844, -2.56636], [-1.78155, -3.27875, -2.88666], [2.23971, -2.85528, -2.49292], [2.94339, -2.46274, -3.24049], [2.30051, -3.94853, -2.39976], [2.35311, -2.33931, -1.52164], [-1.26156, -0.92553, -1.51357], [0.37403, 0.99515, -5.07499], [-0.94704, 1.20460, -4.87008], [-2.04441, 0.44425, -5.53337], [-1.73851, -1.03423, -5.84228], [-1.27460, -1.81718, -4.67538], [0.17428, -2.27077, -4.65291], [1.34247, -1.40519, -5.25054], [1.04588, -0.04758, -5.90038], [0.52112, -0.88484, -0.11056], [1.08285, 1.73900, -4.67921], [-1.25196, 2.08384, -4.27445], [-2.31494, 0.96473, -6.46653], [-2.91997, 0.51619, -4.89971], [-2.67765, -1.48699, -6.15330], [-1.06107, -1.11588, -6.71515], [-1.98720, -2.65735, -4.49660], [0.27928, -3.32278, -5.02974], [1.68871, -2.11085, -6.00990], [2.21316, -1.27729, -4.60554], [2.05246, 0.36619, -6.13656], [0.58365, -0.17924, -6.88647], [0.58944, 0.13743, 0.37238], [1.46560, -0.98637, -0.67754], [0.50581, -1.58107, 0.73569], [3.47824, 1.06223, 5.88727], [2.49476, -0.07581, 5.64926], [2.88171, -1.37808, 5.91868], [1.99851, -2.45630, 5.74658], [0.75219, -2.22135, 5.16592], [0.36623, -0.91843, 4.81495], [-0.76962, -0.73077, 4.03217], [-1.71492, 0.28327, 4.21186], [-2.17460, 0.68274, 5.47032], [-3.13019, 1.68836, 5.59705], [-3.58806, 2.36038, 4.45586], [-3.11447, 2.01293, 3.18821], [-2.19739, 0.98387, 3.09120], [-1.57588, 0.72030, 1.72145], [-2.16418, -0.07118, 0.95533], [-0.47427, 1.40189, 1.48475], [1.20715, 0.17446, 5.15302], [0.73718, 1.58169, 4.94175], [3.64850, 1.62617, 4.95786], [3.12333, 1.75696, 6.66837], [4.43321, 0.62401, 6.21308], [3.89922, -1.53676, 6.28081], [2.30376, -3.45563, 6.07458], [0.04894, -3.02985, 5.00148], [-1.08836, -1.52222, 3.48819], [-1.79564, 0.14079, 6.32917], [-3.46242, 2.00325, 6.59566], [-4.36635, 3.11336, 4.53380], [-3.42884, 2.52013, 2.27898], [0.26133, 1.73127, 3.95917], [0.01759, 1.87843, 5.72058], [1.58156, 2.28246, 5.00936]], "atomic_forces_ev_per_a": [[-2.48, 0.61, 1.40], [-1.95, 0.38, 1.70], [0.27, 0.10, -3.06], [1.42, -1.60, 0.58], [1.33, 0.10, 0.57], [-0.39, 1.14, 0.86], [-0.23, 0.39, 0.32], [-0.08, 0.56, 0.58], [0.13, 0.19, 0.87], [-0.08, -0.15, -0.55], [0.47, 0.54, 0.35], [-0.11, -0.04, 0.28], [-0.04, -0.11, 0.34], [0.35, -0.08, 0.28], [-0.55, 0.37, 0.23], [0.20, 0.40, -0.29], [1.43, -0.95, 0.67], [-0.01, -1.01, -0.58], [-0.54, 0.06, 0.42], [0.53, -0.34, 0.31], [-0.35, -0.59, 0.38], [-0.27, -0.28, 0.36], [0.55, 0.30, 0.17], [0.45, -0.63, -0.47], [-0.85, -1.55, 1.92], [-0.81, 1.41, -0.43], [1.25, 0.66, -1.26], [-0.08, 0.09, -0.19], [-0.48, 0.67, -0.68], [0.22, -1.76, -1.48], [0.68, -0.27, 0.17], [-0.63, -0.88, -1.09], [1.03, 0.11, -0.96], [0.54, 0.64, -0.11], [-0.41, -0.34, 0.08], [0.15, -0.38, -0.36], [0.06, -0.13, 0.22], [-0.37, -0.16, 0.11], [-0.12, 0.11, -0.18], [-0.35, -0.02, 0.63], [0.70, 0.95, 0.28], [-0.37, 0.81, -0.38], [0.45, 0.62, -0.31], [-0.32, -0.08, 0.35], [-0.59, -0.28, 0.03], [-0.04, 0.09, 0.39], [0.43, -1.28, -0.09], [-0.58, 0.02, 0.36], [-0.17, 0.28, 0.08], [-0.04, -0.39, 0.12], [-0.29, 0.34, 0.08], [0.00, -0.68, 0.11], [0.26, 0.49, -0.06], [0.20, 0.24, 0.15], [1.43, -0.07, 0.74], [-0.59, -0.02, -0.72], [-0.68, 0.76, 0.02], [-0.28, -0.39, -0.23], [0.36, 0.38, -0.19], [-0.36, -0.18, -0.14], [-0.07, -0.03, 0.60], [1.37, -0.21, -0.40], [-2.57, -2.10, 0.27], [1.73, 1.85, 0.37], [0.54, 1.20, -2.82], [-0.32, -0.46, -0.36], [0.36, 0.69, -0.14], [0.02, -0.08, 0.33], [0.18, -0.25, -0.34], [-0.27, 0.33, -0.10], [-0.36, -0.15, 0.02], [-0.21, 0.37, -0.29], [0.07, -0.06, -0.03], [0.11, 0.07, 0.26], [-0.05, 0.13, 0.08], [0.04, -0.26, -0.56], [0.22, 0.01, 0.10], [-0.15, 0.07, 0.28], [0.13, -0.06, 0.41], [0.19, -0.01, -0.32], [-0.32, -0.21, -0.05]], "lowdin_charge": [0.890, 1.061, -0.463, -0.327, -0.003, 0.032, 0.122, 0.094, -0.142, 0.080, 0.036, 0.077, -0.129, 0.098, 0.090, 0.075, -0.287, 0.017, 0.079, 0.011, -0.169, 0.066, 0.076, 0.042, 1.197, -0.119, -0.133, -0.151, -0.181, -0.114, -0.423, -0.180, -0.165, -0.247, 0.122, 0.122, 0.142, 0.115, 0.125, 0.124, 0.110, 0.149, 0.129, 0.084, 0.137, 0.121, -0.031, -0.005, 0.047, -0.048, -0.233, -0.055, -0.066, -0.033, -0.219, 0.086, -0.228, -0.012, -0.039, -0.055, -0.022, -0.101, -0.493, -0.041, -0.116, -0.158, -0.026, 0.080, 0.095, 0.080, 0.112, 0.111, 0.107, 0.148, 0.134, 0.124, 0.112, 0.116, 0.069, 0.094, 0.071]}



These records have energy relative to the best compared isomer or geometry (same formula, charge and spin) values of 1.477; 7.497 eV, in the order they appear.
These records have maximum force values of 3.85; 3.33 eV/A, in the order they appear.